C34H31B2F3N14O2Tl as an isolated structure at a distorted geometry, computed with wB97M-V/def2-TZVPD.

The spin multiplicity is 2. Its expectation value of S² is 0.754. For the HOMO-LUMO gap (alpha / beta), the calculation gives 0.328 / 0.228 Ha. The total energy is -74917.8251 eV. For the relative energy (zero: lowest compared OMol25 entry of this formula, charge and spin), the calculation gives 0.0 kJ/mol.

```
87
Properties=species:S:1:pos:R:3:lowdin_spin:R:1
Tl 0.6668 1.0423 1.2881 0.075
C 5.3048 0.3208 1.1593 0.000
C 4.1781 1.0720 1.5080 0.000
N 3.0960 0.5983 0.9056 0.000
N 3.4985 -0.4624 0.1601 0.000
C 4.8296 -0.6477 0.3020 0.000
B 2.4431 -1.1409 -0.7380 0.000
N 1.3995 -1.8747 0.1920 0.000
C 1.0442 -3.1709 0.1988 0.000
C 0.0434 -3.3611 1.1319 0.000
C -0.1710 -2.0990 1.6711 0.000
N 0.6612 -1.2230 1.1143 0.001
N 1.7684 0.0083 -1.5789 0.000
C 1.7891 0.1740 -2.9163 0.000
C 1.1405 1.3508 -3.2270 0.000
C 0.7403 1.8631 -1.9926 0.000
N 1.1401 1.0619 -1.0137 -0.004
N 2.9630 -2.1737 -1.7294 0.000
C 2.1561 -2.8344 -2.6075 0.000
C 2.9414 -3.6840 -3.3396 0.000
C 4.2419 -3.4733 -2.8323 0.000
N 4.2503 -2.5700 -1.8699 0.000
H 6.3185 0.4577 1.4975 0.000
H 4.1140 1.9354 2.1547 0.000
H 5.3249 -1.4380 -0.2341 0.000
H 1.5137 -3.8854 -0.4556 0.000
H -0.4650 -4.2794 1.3741 0.000
H -0.8741 -1.7852 2.4292 0.000
H 2.2633 -0.5402 -3.5677 0.000
H 0.9731 1.7715 -4.2053 0.000
H 0.1684 2.7537 -1.7796 0.000
H 1.0901 -2.6497 -2.6308 0.000
H 2.6319 -4.3544 -4.1243 0.000
H 5.1662 -3.9466 -3.1307 0.000
B 2.3988 3.0667 4.0739 0.000
N 2.1391 3.6461 2.6411 0.001
C 2.5229 4.8900 2.3349 0.000
C 1.9936 5.2493 1.1070 0.000
C 1.2777 4.1324 0.7063 0.001
N 1.3789 3.1748 1.6323 0.017
N 2.3096 1.5133 4.2063 0.002
C 2.8007 0.8796 5.2768 0.001
C 2.4943 -0.4656 5.1841 0.001
C 1.7945 -0.5771 3.9887 0.002
N 1.6945 0.6216 3.4064 0.028
H 1.5956 3.5642 4.8372 0.000
H 3.5197 3.3974 4.3863 0.000
H 3.1397 5.4489 3.0199 0.000
H 2.1091 6.1833 0.5852 0.000
H 0.6844 3.9807 -0.1802 0.000
H 3.3374 1.4260 6.0360 0.000
H 2.7426 -1.2536 5.8745 0.000
H 1.3746 -1.4561 3.5321 0.000
F -1.0269 0.4628 3.8252 0.112
C -1.1770 1.5029 3.0324 0.445
F -0.7434 2.5952 3.5821 0.117
F -2.4125 1.5937 2.6643 0.103
O -2.1686 2.9532 0.3737 0.003
C -2.3493 1.8023 0.0162 0.003
N -3.4940 1.2864 -0.5312 0.003
C -3.2590 -0.0091 -1.1499 0.005
C -1.7599 -0.2424 -0.7380 0.006
O -1.1243 -1.2107 -1.1055 0.001
N -1.3861 0.7976 0.0516 0.074
C -4.0635 -1.1428 -0.5207 0.000
C -3.9611 -2.4295 -1.0476 0.001
C -4.6375 -3.4835 -0.4544 0.000
C -5.4323 -3.2646 0.6661 0.001
C -5.5448 -1.9857 1.1863 0.000
C -4.8577 -0.9280 0.5982 0.001
C -3.4522 0.0662 -2.6605 0.001
C -4.7515 0.2421 -3.1375 0.000
C -4.9953 0.3863 -4.4938 0.000
C -3.9402 0.3478 -5.3973 0.000
C -2.6475 0.1605 -4.9316 0.000
C -2.4013 0.0212 -3.5688 0.000
H -4.2180 1.9075 -0.8511 0.000
H -3.3347 -2.5992 -1.9147 0.000
H -4.5420 -4.4816 -0.8648 0.000
H -5.9569 -4.0896 1.1328 0.000
H -6.1648 -1.8055 2.0568 0.000
H -4.9357 0.0709 1.0099 0.000
H -5.5797 0.2562 -2.4347 0.000
H -6.0099 0.5259 -4.8477 0.000
H -4.1265 0.4647 -6.4581 0.000
H -1.8171 0.1216 -5.6270 0.000
H -1.3870 -0.1305 -3.2225 0.000
```

---

C34H31BN11O3PReSSe as an isolated structure at a distorted geometry, computed with wB97M-V/def2-TZVPD.

For the HOMO-LUMO gap (alpha / beta), the calculation gives 0.131 / 0.129 Ha. As for the charge: +1. The total energy is -146568.1757 eV.

```
84
Properties=species:S:1:pos:R:3:mulliken_charge:R:1
Re -0.9905 0.6477 1.0328 0.853
C -0.2861 0.2530 5.2730 -1.645
C -0.8661 -0.1283 4.0781 -0.199
N -0.3966 0.6204 3.0694 -0.296
N 0.4952 1.4988 3.6183 0.490
C 0.5728 1.2855 4.9377 0.155
B 1.1658 2.5237 2.6768 0.689
N 0.0268 3.3492 2.0020 1.072
C -0.2306 4.6630 2.0564 0.093
C -1.3465 4.9306 1.2838 -1.401
C -1.7265 3.6988 0.7733 -0.028
N -0.8983 2.7475 1.2217 -0.979
N 1.8664 1.7027 1.5467 0.475
C 3.1609 1.6446 1.2211 -0.225
C 3.3015 0.8770 0.0767 -1.293
C 2.0149 0.4830 -0.2392 -0.569
N 1.1420 0.9726 0.6565 -0.002
N 2.1546 3.4558 3.3090 0.434
C 2.8718 4.4233 2.6657 -0.352
C 3.6249 5.0782 3.5986 -1.077
C 3.3030 4.4390 4.8146 -0.310
N 2.4250 3.4738 4.6397 -1.121
H -0.4702 -0.1488 6.2531 0.483
H -1.6057 -0.8866 3.8864 0.795
H 1.2391 1.8886 5.5298 0.596
H 0.3908 5.3198 2.6414 0.502
H -1.8190 5.8830 1.1238 0.460
H -2.5511 3.4385 0.1296 0.549
H 3.8974 2.1581 1.8161 0.595
H 4.2091 0.6427 -0.4507 0.527
H 1.6814 -0.1329 -1.0543 0.440
H 2.7886 4.5721 1.6004 0.540
H 4.3062 5.8944 3.4351 0.497
H 3.6791 4.6474 5.8033 0.454
O -0.4239 -3.3184 -5.8776 -0.635
S 0.1751 -2.6946 -7.0511 1.249
O 1.6221 -2.7321 -7.0693 -0.709
O -0.5041 -2.9478 -8.2955 -0.691
C -0.1136 -0.9264 -6.7553 -0.024
N 0.2114 -0.0607 -7.7237 -0.438
C 0.0879 1.2240 -7.4545 -0.400
C -0.3170 1.7055 -6.2072 -0.701
C -0.6397 0.7283 -5.2914 0.168
N -0.5751 -0.5719 -5.5627 -0.117
C -1.0040 0.9621 -3.8735 1.343
C -0.3587 1.9093 -3.0877 -1.246
C -0.4684 1.8370 -1.7182 -0.072
N -1.1882 0.8843 -1.0885 0.280
C -1.9240 0.0540 -1.8661 -0.321
C -1.8654 0.0694 -3.2333 -0.627
H 0.3282 1.9144 -8.2562 0.414
H -0.3876 2.7646 -6.0026 0.477
H 0.2911 2.6534 -3.5280 0.464
H 0.0766 2.5210 -1.0859 0.271
H -2.5247 -0.6783 -1.3480 0.031
H -2.3912 -0.6773 -3.8111 0.498
Se -3.1245 0.2130 1.3987 -0.118
C 1.2883 -1.9503 1.8202 -1.730
P -0.3226 -1.7901 0.9947 2.742
C -0.1897 -2.7461 -0.5305 0.900
C 0.0796 -2.1676 -1.7727 1.035
C 0.1910 -2.9430 -2.9152 -1.439
C 0.0577 -4.3218 -2.8166 -0.912
C -0.1805 -4.9144 -1.5840 -0.822
C -0.3176 -4.1364 -0.4451 -1.215
C -1.4600 -2.7788 2.0185 0.181
C -2.7203 -3.0928 1.5067 -0.539
C -3.6049 -3.8609 2.2412 -0.765
C -3.2377 -4.3291 3.4995 -0.679
C -1.9816 -4.0428 4.0041 -0.733
C -1.0881 -3.2754 3.2618 -0.490
H 1.4871 -3.0075 1.9955 0.620
H 1.3196 -1.4023 2.7617 0.277
H 2.0616 -1.5727 1.1553 0.438
H 0.1636 -1.0959 -1.8750 -0.314
H 0.3273 -2.4967 -3.8929 0.478
H 0.1184 -4.9165 -3.7177 0.530
H -0.2782 -5.9891 -1.5075 0.445
H -0.5276 -4.6185 0.5010 0.460
H -2.9978 -2.7781 0.5056 0.442
H -4.5737 -4.1097 1.8291 0.477
H -3.9299 -4.9284 4.0756 0.415
H -1.6855 -4.4188 4.9742 0.468
H -0.1108 -3.0653 3.6741 0.431
```

---

A 10-piece molecular cluster, C34H31Br3Cl36FO5P2S overall at a distorted geometry, computed with wB97M-V/def2-TZVPD.

For the HOMO-LUMO gap, the calculation gives 0.189 Ha. As for the charge: -1. The total energy is -739058.7795 eV.

```
113
Properties=species:S:1:pos:R:3:mulliken_charge:R:1
C 2.6083 -0.6008 5.1378 -1.671
C 2.2014 -0.1081 3.6886 -0.116
Br 3.4120 -0.7526 2.3009 -0.005
C 1.0929 0.6670 3.4660 -0.264
Br 0.1258 1.0369 5.1739 -0.156
P 0.5013 1.3887 1.7465 2.398
C -1.3289 1.5830 2.3560 -2.056
C -2.3986 2.0963 1.3269 0.134
C -3.7880 2.0413 2.1337 -0.959
O -4.1662 0.6963 2.4746 -0.404
C 0.3656 -0.2851 0.8964 1.176
C -1.0333 -0.8209 0.4494 1.087
C -1.6777 -0.7693 -0.8741 0.015
C -3.0259 -1.3657 -1.1574 -1.719
C -3.7833 -2.0537 -0.1072 1.189
C -5.1926 -2.6614 -0.3901 -1.189
C -3.1185 -2.1512 1.2098 -1.217
C -1.8228 -1.5684 1.4643 -0.319
P 0.7413 3.3324 2.9575 -0.060
O 2.4406 3.6514 3.1549 -0.544
Br -0.1246 5.1244 1.8752 -0.325
O 2.0965 1.8349 1.1962 -0.540
C 2.1573 2.7157 0.0759 0.310
C 3.5916 2.5888 -0.5243 -0.087
C 3.9644 3.7792 -1.4931 0.641
C 3.6761 5.1856 -1.1392 -0.222
C 4.0266 6.3094 -2.0009 -0.600
C 4.6745 6.0997 -3.2934 -0.545
C 4.9849 4.7096 -3.6508 -0.680
C 4.6490 3.5893 -2.7762 -0.087
C 0.8401 2.4220 -0.7421 0.765
S 0.3882 4.0960 -1.4994 0.104
C 0.8324 1.5165 -2.0390 1.662
C 1.8358 1.8584 -3.1678 -0.239
O 1.7354 2.6532 -4.0318 -0.458
F 2.9973 1.0407 -3.2051 -0.247
O -0.1186 2.1590 0.2644 -0.213
H 2.8714 0.3241 5.7113 0.380
H 3.5427 -1.2233 5.0907 0.354
H 1.7998 -1.2088 5.6126 0.383
H -1.3529 2.4046 3.1410 1.281
H -1.6786 0.6755 2.9289 0.252
H -2.3237 3.1931 1.0839 0.129
H -2.5987 1.4515 0.4412 0.037
H -3.6817 2.6860 3.0613 0.404
H -4.5668 2.5456 1.4969 0.368
H -4.8816 0.8076 3.1278 0.261
H 1.1873 -0.3468 0.1200 -0.987
H 0.6850 -1.0697 1.6503 -0.274
H -1.1688 -0.2746 -1.7264 0.363
H -3.5171 -1.3192 -2.1572 0.311
H -5.2731 -2.8059 -1.5009 0.335
H -6.0380 -2.0029 -0.0694 0.270
H -5.2740 -3.6846 0.0702 0.270
H -3.6922 -2.6879 2.0104 0.367
H -1.4014 -1.6919 2.4931 0.315
H 2.5896 4.5072 2.7040 0.264
H 2.1458 3.7749 0.4767 -0.508
H 4.3131 2.7008 0.3401 0.524
H 3.8256 1.5874 -0.9682 -0.251
H 3.1868 5.4411 -0.1676 0.199
H 3.7962 7.3508 -1.6756 0.348
H 4.9465 6.9021 -4.0124 0.350
H 5.4880 4.4964 -4.6266 0.312
H 4.9361 2.5714 -3.1149 0.097
H -0.3881 3.7943 -2.6054 -0.274
H -0.1941 1.6372 -2.4930 0.269
H 0.9304 0.4186 -1.8497 -1.558
C -2.6320 4.8397 -4.5583 0.358
Cl -1.5487 6.2334 -4.7010 -0.096
Cl -3.6445 5.0210 -3.1167 -0.097
Cl -3.6668 4.7473 -5.9949 -0.106
Cl -1.6621 3.3565 -4.4094 -0.022
C 3.1557 -2.7218 -1.5312 -0.003
Cl 3.0225 -4.1782 -0.5285 -0.040
Cl 1.6469 -1.8013 -1.4152 0.150
Cl 4.5042 -1.7276 -0.9532 -0.014
Cl 3.4455 -3.1892 -3.2235 -0.109
C -0.4113 -3.2379 -4.4438 0.213
Cl 0.6579 -1.8474 -4.6323 -0.061
Cl -1.3603 -2.9946 -2.9629 0.039
Cl -1.4754 -3.3644 -5.8593 -0.121
Cl 0.5389 -4.7283 -4.2890 -0.097
C 1.1902 -5.4920 3.2971 0.103
Cl 1.2551 -3.7470 3.0285 0.056
Cl 2.4838 -6.2851 2.3764 -0.114
Cl 1.4016 -5.8318 5.0246 -0.052
Cl -0.3835 -6.1061 2.7566 -0.028
C 2.2446 -4.7298 9.1554 0.346
Cl 2.7233 -4.9575 10.8481 -0.111
Cl 3.6927 -4.6347 8.1388 -0.082
Cl 1.2472 -6.1005 8.6345 -0.096
Cl 1.3146 -3.2305 9.0001 -0.071
C -2.2639 1.8267 -8.8578 0.278
Cl -0.9488 2.1084 -10.0139 -0.111
Cl -1.7620 2.3612 -7.2470 0.022
Cl -3.6993 2.7400 -9.3627 -0.120
Cl -2.6507 0.0965 -8.8140 -0.098
C -9.2748 -3.6604 -0.2478 0.324
Cl -8.2857 -4.8056 0.6754 -0.062
Cl -8.3904 -3.1490 -1.6949 -0.085
Cl -10.7925 -4.4431 -0.7273 -0.116
Cl -9.6317 -2.2448 0.7569 -0.095
C 7.6847 0.8357 -0.3032 0.299
Cl 9.2210 0.4978 -1.1250 -0.116
Cl 7.4234 -0.3609 0.9786 -0.092
Cl 7.7368 2.4589 0.4045 -0.103
Cl 6.3570 0.7450 -1.4707 -0.018
C -4.1508 -8.0735 2.3358 0.286
Cl -3.3467 -6.6514 1.6536 0.015
Cl -3.3533 -9.5432 1.7467 -0.105
Cl -4.0520 -8.0163 4.1046 -0.098
Cl -5.8536 -8.0854 1.8387 -0.099
```

---

C34H31CaN5O2 as an isolated structure, computed with wB97M-V/def2-TZVPD.

For the HOMO-LUMO gap (alpha / beta), the calculation gives 0.124 / 0.128 Ha. As for the charge: -2. The total energy is -65747.8390 eV. For the relative energy (zero: lowest compared OMol25 entry of this formula, charge and spin), the calculation gives 79.9 kJ/mol.

```
73
Properties=species:S:1:pos:R:3:mulliken_charge:R:1
Ca -0.4869 0.2400 0.7487 1.999
O -3.2077 3.3317 1.9686 -0.847
C -2.4024 2.6050 1.3508 0.284
N -1.2795 2.0297 1.8443 -0.421
C -0.6880 2.3459 3.0682 0.073
C -1.0541 3.4211 3.8822 -0.651
C -0.3474 3.7249 5.0441 -0.521
C 0.7375 2.9521 5.4161 -0.546
C 1.1192 1.8637 4.6325 -0.600
C 0.4219 1.5244 3.4706 0.055
N 0.6890 0.4129 2.6607 -0.270
C 1.6358 -0.5162 2.9215 0.278
O 2.5695 -0.4434 3.7447 -0.863
C 1.5018 -1.7743 2.1063 0.136
C 2.3864 -2.8094 2.3500 -0.395
C 2.2773 -4.0433 1.7114 -0.674
C 1.1629 -4.2076 0.8266 -0.559
C 0.3358 -3.1460 0.6037 -0.381
N 0.4582 -1.9100 1.1628 -0.434
C -2.6645 2.3070 -0.0935 -0.101
C -3.7539 2.9228 -0.6964 -0.380
C -4.0079 2.8194 -2.0537 -0.593
C -3.0709 2.0611 -2.8289 -0.816
C -2.0354 1.4481 -2.1837 -0.306
N -1.7818 1.4898 -0.8501 -0.148
H -1.9086 4.0084 3.5827 0.415
H -0.6559 4.5708 5.6513 0.324
H 1.2977 3.1844 6.3169 0.323
H 1.9626 1.2503 4.9087 0.438
H 3.1642 -2.6101 3.0772 0.434
H 2.9647 -4.8531 1.9219 0.386
H 0.9725 -5.1421 0.3115 0.405
H -0.4902 -3.2600 -0.0977 0.381
H -4.3866 3.5107 -0.0433 0.388
H -4.8557 3.3160 -2.5091 0.366
H -3.1606 1.9583 -3.9041 0.389
H -1.3381 0.8564 -2.7738 0.401
C 4.8712 -0.7448 -2.5449 -0.670
N 4.4241 -1.1121 -1.2238 0.182
C 5.3244 -2.0275 -0.5614 -1.056
C 3.0042 -1.4276 -1.1304 -0.600
C 2.4806 -2.5026 -2.0701 1.370
C 3.0253 -3.7837 -1.9990 -0.236
C 2.5993 -4.8049 -2.8312 -0.937
C 1.5818 -4.5685 -3.7434 -0.657
C 1.0013 -3.3119 -3.7961 -0.343
C 1.4365 -2.2733 -2.9744 -0.017
H 5.8945 -0.3641 -2.4873 0.396
H 4.2368 0.0448 -2.9499 0.076
H 4.8634 -1.5868 -3.2605 0.268
H 6.2674 -1.5148 -0.3479 0.350
H 5.5677 -2.9226 -1.1603 0.347
H 4.8878 -2.3523 0.3835 0.284
H 2.4626 -0.4954 -1.2979 0.255
H 2.7960 -1.7324 -0.1032 -0.627
H 3.7684 -3.9922 -1.2404 0.332
H 3.0399 -5.7910 -2.7448 0.369
H 1.2241 -5.3613 -4.3897 0.370
H 0.1794 -3.1261 -4.4797 0.425
C 0.7370 -0.9362 -3.0818 -0.528
C 1.5284 0.1176 -3.8270 0.748
C 1.5484 1.4334 -3.3757 0.025
C 2.2782 2.4025 -4.0501 -0.844
C 2.9960 2.0687 -5.1895 -0.448
C 2.9735 0.7598 -5.6531 -0.640
C 2.2455 -0.2064 -4.9757 -0.308
H -0.2209 -1.0812 -3.5876 0.742
H 0.4973 -0.5433 -2.0921 -0.410
H 0.9849 1.7039 -2.4889 0.348
H 2.2860 3.4190 -3.6778 0.391
H 3.5718 2.8230 -5.7117 0.355
H 3.5345 0.4880 -6.5395 0.351
H 2.2538 -1.2335 -5.3224 0.366
```

---

C34H31ClN7O4SSn as an isolated structure at a distorted geometry, computed with wB97M-V/def2-TZVPD.

For the HOMO-LUMO gap, the calculation gives 0.280 Ha. As for the charge: +3. The total energy is -83547.3111 eV. For the relative energy (zero: lowest compared OMol25 entry of this formula, charge and spin), the calculation gives 101.7 kJ/mol.

```
79
Properties=species:S:1:pos:R:3:mulliken_charge:R:1
Sn 0.3062 -1.1913 -0.1942 0.986
C -1.4233 -2.1545 -4.6644 -0.501
O -0.3343 -3.0157 -4.3638 -0.401
C -0.0132 -2.6136 -3.0869 -0.104
N -0.6371 -1.6726 -2.5176 0.137
C -1.5366 -1.1199 -3.5029 -0.321
C -1.1499 0.2930 -3.8719 0.320
C -2.1654 1.0277 -4.4496 -0.585
C -1.8499 2.3506 -4.8780 -0.743
C -0.6177 2.8691 -4.6413 -0.466
C 0.3687 2.1270 -3.9088 -0.694
C 0.1738 0.7878 -3.6687 -0.425
C 1.0365 -3.3695 -2.3987 0.220
C 1.8578 -4.3518 -2.9825 -0.812
C 2.6156 -5.1761 -2.1918 -0.476
C 2.8092 -4.8903 -0.8724 -0.648
C 2.1541 -3.7850 -0.3857 0.334
N 1.2959 -3.0596 -1.0915 0.370
C 2.1896 -3.3736 1.0518 0.051
N 1.4641 -2.4476 1.4858 0.121
C 1.7268 -2.3364 2.9259 -0.502
C 2.7703 -3.4099 3.1481 -0.701
O 3.0585 -3.9323 1.8371 -0.434
C 2.3483 -0.9692 3.1201 0.581
C 2.1625 -0.2713 4.3494 -0.541
C 2.7680 0.9718 4.5707 -0.898
C 3.6035 1.5002 3.6101 -0.306
C 3.7578 0.8608 2.4091 -0.952
C 3.1009 -0.3491 2.1259 -0.278
H -1.1591 -1.6672 -5.6335 0.383
H -2.3472 -2.7116 -4.7846 0.331
H -2.4939 -1.0445 -2.9788 0.627
H -3.1316 0.5972 -4.6425 0.592
H -2.5171 2.9730 -5.5114 0.424
H -0.3052 3.8771 -4.9978 0.398
H 1.3111 2.6564 -3.6333 0.403
H 0.8513 0.1225 -3.1745 0.651
H 1.7859 -4.6477 -4.0001 0.532
H 3.1362 -6.0278 -2.6860 0.457
H 3.3892 -5.4745 -0.1704 0.590
H 0.8531 -2.5156 3.5306 0.674
H 3.7310 -3.0489 3.6095 0.354
H 2.4777 -4.2661 3.6977 0.343
H 1.6644 -0.8258 5.1650 0.406
H 2.6421 1.3948 5.5597 0.495
H 4.2811 2.3215 3.7729 0.549
H 4.4457 1.1835 1.6479 0.478
H 3.2107 -0.8328 1.1695 0.577
Cl 2.0089 5.1068 4.6397 -0.148
C 0.7519 4.5881 3.5864 0.076
C -0.0750 5.5402 2.8360 -0.690
C -1.0889 5.0481 2.0093 -0.386
C -1.2869 3.6474 1.8159 0.517
O -2.3416 3.2140 1.0159 -0.483
C -0.5822 2.7412 2.6143 0.250
C -0.6625 1.3065 2.4252 -0.008
O -1.1725 0.7881 1.4112 -0.259
C 0.4235 3.2571 3.4721 -0.770
H -0.1364 6.5793 3.0678 0.435
H -1.8314 5.6744 1.5501 0.457
H -0.1021 0.7827 3.2284 0.363
H 0.9423 2.5184 4.0381 0.508
N -2.8998 4.5780 -2.4273 -0.291
C -2.9224 4.2390 -1.1540 0.568
N -3.7995 4.7772 -0.3403 -0.246
S -1.9188 2.9698 -0.5267 0.308
H -3.7324 5.0530 -2.7564 0.244
H -2.2407 4.1197 -3.0678 0.104
H -4.4404 5.4148 -0.6180 0.120
H -3.9210 4.4501 0.6169 0.292
N -3.3733 -2.8119 1.4364 0.014
C -2.7641 -4.0729 1.2954 -0.668
C -1.5406 -3.8118 0.7374 -0.457
N -1.4051 -2.4248 0.5597 0.517
C -2.5191 -1.8474 0.9979 -0.634
H -4.2573 -2.5739 1.7483 0.159
H -3.2326 -5.0034 1.5378 0.424
H -0.7590 -4.3906 0.2794 0.453
H -2.7872 -0.8192 1.0675 0.632
```